Record 1
32
Properties=species:S:1:pos:R:3:forces:R:3 method="wB97M-V/def2-TZVPD" total_charge=-1 orbital_gap_ev="7.57 / 7.84" relative_energy_kcal_mol=66.5
C -2.716 0.107 0.064 -0.616 -0.728 1.960
C -0.218 -2.159 1.125 2.685 0.803 2.940
C -0.011 -1.544 -1.147 -0.072 0.182 -2.208
C 2.097 -1.722 0.092 -0.560 2.252 -1.026
C 1.961 1.920 0.781 2.967 -2.467 1.050
C 0.851 1.341 -1.334 -0.470 -1.584 -2.733
C -0.497 2.246 0.528 0.405 -1.971 1.446
C 0.639 -1.267 0.208 -2.181 -0.006 -0.791
C 0.653 1.274 0.175 0.610 3.272 -1.017
N -3.211 -0.053 -1.116 0.358 0.406 -0.649
N -3.634 0.187 1.087 1.669 0.358 -1.396
N -4.541 0.052 -0.894 -0.424 -0.229 -0.392
N -4.757 0.188 0.379 -1.049 -0.066 0.449
N 0.303 0.057 0.717 0.753 -1.218 1.359
H 0.270 -3.092 1.181 0.995 -1.337 0.728
H -0.447 -1.748 2.166 0.684 -0.408 -1.468
H -1.091 -2.474 0.739 -3.381 -0.136 -1.669
H 0.047 -2.579 -1.366 0.533 -1.617 0.250
H 0.458 -1.144 -2.079 -0.237 0.299 0.971
H -1.092 -1.444 -1.226 0.015 0.958 0.367
H 2.655 -1.425 -0.804 -0.539 0.013 -0.073
H 2.658 -1.388 0.879 1.473 1.608 2.275
H 2.221 -2.719 0.264 -0.334 -3.133 -0.276
H 2.772 0.997 0.837 -1.709 2.297 -0.142
H 2.501 2.717 0.182 -1.178 -0.907 0.341
H 1.907 2.287 1.844 -0.389 -0.441 -1.025
H 0.972 2.365 -1.764 0.516 -0.592 0.758
H -0.152 1.052 -1.831 1.580 -0.057 0.679
H 1.712 0.601 -1.731 -1.905 1.855 0.847
H -1.445 1.754 0.592 -0.587 -0.231 -1.083
H -0.450 2.555 1.541 0.733 0.556 1.169
H -0.417 3.057 -0.088 -0.346 2.267 -1.640

---

Record 2
34
Properties=species:S:1:pos:R:3:forces:R:3 method="wB97M-V/def2-TZVPD" total_charge=+2 orbital_gap_ev="6.37 / 3.91" multiplicity=3 relative_energy_kcal_mol=118.8
Ag -5.282 -3.845 -4.517 0.255 0.619 0.544
Ag -7.844 -1.436 -0.720 0.856 0.130 -0.275
F -4.701 -1.454 -2.080 -1.088 -0.720 -0.232
F -7.909 -4.527 -2.434 -0.004 -0.028 -0.017
C -0.495 -0.554 1.736 -0.045 -0.106 -0.945
C 0.254 0.749 1.453 1.810 1.391 1.590
C 1.726 0.714 2.004 -0.820 -1.019 0.632
C 2.661 -0.171 1.282 0.729 0.112 -2.310
C 2.629 0.049 -0.246 0.417 0.542 -0.237
C 1.205 0.343 -0.937 1.863 0.068 0.444
N 0.329 1.065 -0.005 -2.940 -1.862 0.074
O -0.914 1.439 -0.582 2.398 0.843 0.772
C 1.295 1.165 -2.181 0.796 1.954 -1.895
C 0.649 -0.951 -1.441 -1.325 -2.574 0.202
C -0.373 1.920 2.259 -1.160 -0.113 -2.234
H -0.845 -0.427 2.760 0.104 -0.591 -0.079
H -1.344 -0.718 1.073 -0.311 0.284 0.145
H 0.141 -1.417 1.538 0.086 -0.005 0.590
H 2.049 1.728 2.239 0.215 -0.198 -0.200
H 1.808 0.049 2.863 -1.352 1.215 1.319
H 3.662 -0.028 1.689 0.156 0.191 -0.323
H 2.460 -1.209 1.545 -0.286 -0.155 -0.367
H 3.184 -0.780 -0.683 -0.820 -0.385 -0.515
H 3.290 0.852 -0.572 -0.169 0.574 0.497
H 1.628 2.198 -2.081 0.337 0.000 0.674
H 0.386 1.320 -2.763 -0.395 -0.611 0.464
H 1.988 0.742 -2.909 0.159 -0.356 0.316
H 0.385 -1.719 -0.715 0.102 0.281 0.626
H 1.423 -1.472 -2.004 0.093 0.483 -0.230
H -0.238 -0.906 -2.073 0.068 0.564 -0.134
H -0.401 1.722 3.330 0.524 0.208 -0.224
H 0.096 2.831 1.887 0.315 0.158 0.880
H -1.397 2.046 1.905 -0.310 -0.098 0.300
H -1.505 0.683 -0.620 -0.256 -0.795 0.146

---

Record 3
34
Properties=species:S:1:pos:R:3:forces:R:3 method="wB97M-V/def2-TZVPD" orbital_gap_ev=9.42 smiles="CCC[C@H](N)C(=O)N1CCC[C@H]1B(O)O" relative_energy_kcal_mol=28.8
O -1.553 -0.518 -1.100 -1.887 -1.140 1.077
O -1.986 -1.939 3.454 -1.325 1.755 -0.597
O -3.165 -0.881 1.582 2.840 -0.363 -0.959
B -2.063 -1.580 2.115 -0.236 -1.514 0.130
C -0.568 -0.239 -0.448 1.226 -1.403 1.753
N -0.289 -0.760 0.850 -0.081 0.493 -2.469
N 0.450 0.206 -2.555 -0.581 0.462 -1.651
C 1.405 2.936 -2.900 1.147 -0.366 -1.361
C 0.907 -0.529 1.720 -0.707 0.135 -1.224
C 1.266 -1.929 2.254 1.327 -0.677 1.643
C 0.682 3.173 -1.640 -0.387 -0.611 2.172
C 0.240 -2.929 1.717 -0.547 -0.418 -0.257
C -0.282 1.997 -1.222 0.619 1.606 0.851
C -0.885 -2.088 1.128 -1.300 1.344 2.541
C 0.365 0.595 -1.221 2.121 2.355 2.619
H -2.706 -1.369 3.815 0.586 -0.838 0.457
H -2.746 -0.704 0.674 -1.589 0.098 0.971
H 0.802 -0.710 -2.635 0.379 -1.369 -0.308
H -0.525 0.222 -2.843 0.243 -0.470 -0.656
H 0.668 2.488 -3.527 -0.145 -0.246 -1.228
H 1.722 3.902 -3.330 0.193 -0.517 0.071
H 2.265 2.188 -2.857 -1.086 1.155 0.132
H 1.648 -0.143 1.031 0.496 0.246 0.392
H 0.668 0.242 2.493 0.275 -0.796 -0.474
H 2.288 -2.344 1.944 -1.209 1.184 0.442
H 1.260 -1.918 3.391 0.016 0.012 -1.385
H 0.053 4.060 -1.699 0.081 0.143 -0.086
H 1.473 3.376 -0.899 -0.673 -0.088 0.451
H 0.717 -3.506 0.916 -0.182 -0.072 0.131
H -0.137 -3.640 2.488 0.321 0.555 -0.518
H -0.860 2.264 -0.288 1.051 -0.384 -0.470
H -1.102 1.957 -1.932 -0.031 -0.119 -0.471
H -1.417 -2.452 0.290 0.080 -0.580 -1.340
H 1.403 0.573 -0.767 -1.034 0.430 -0.381

---

Record 4
35
Properties=species:S:1:pos:R:3:forces:R:3 method="wB97M-V/def2-TZVPD" total_charge=-1 orbital_gap_ev=5.35
C 1.701 -2.460 2.004 -0.067 -0.100 0.033
C 1.851 -1.159 1.735 -0.261 -0.202 0.291
C 0.742 -0.207 1.470 0.288 0.357 1.355
P 0.365 -0.143 -0.463 1.459 -0.235 0.728
C 1.637 1.290 -0.665 -0.178 0.277 -0.149
C 1.323 2.737 -0.243 0.027 -0.259 0.010
C 0.118 3.048 0.651 -0.357 0.551 -0.405
Br 1.137 3.877 -1.882 0.163 0.109 0.165
C -0.839 -1.697 -0.172 -1.061 0.312 -0.369
I -1.340 -2.740 -2.070 -0.552 -2.424 1.370
C -2.132 -1.302 0.572 0.215 -0.746 -0.611
C -3.457 -1.411 -0.159 -0.649 0.610 0.847
I -2.319 -2.590 2.346 -0.161 0.157 0.129
P -0.060 -0.332 -2.688 -0.950 1.606 -1.835
O -0.563 1.195 -3.269 0.988 -0.251 0.256
Cl 1.783 -0.831 -3.645 0.027 0.562 0.339
H 2.429 -3.199 1.690 0.527 0.088 0.827
H 0.809 -2.828 2.498 -0.435 -0.141 -0.769
H 2.862 -0.760 1.733 0.103 -0.085 -1.122
H -0.134 -0.445 2.082 -0.098 -0.156 -0.167
H 1.100 0.764 1.823 -0.292 0.243 -0.232
H -0.792 0.721 -0.283 -0.010 0.088 -0.241
H 1.465 -1.086 -0.651 -0.139 -0.008 -0.253
H 2.541 0.974 -0.137 -0.057 -0.063 0.194
H 1.940 1.305 -1.710 -0.008 -0.076 -0.075
H 2.206 3.162 0.222 0.100 0.085 -0.087
H 0.367 3.845 1.351 0.115 -0.079 0.162
H -0.309 2.205 1.179 0.284 -0.167 0.092
H -0.682 3.462 0.041 -0.168 -0.170 -0.017
H -0.344 -2.484 0.379 0.386 0.005 -0.194
H -2.058 -0.296 0.977 0.261 0.008 0.157
H -3.468 -0.814 -1.068 0.209 -0.162 -0.213
H -4.221 -0.976 0.494 -0.032 0.038 0.004
H -3.775 -2.433 -0.327 0.237 -0.106 -0.372
H 0.117 1.606 -3.816 0.087 0.334 0.151

---

Record 5
49
Properties=species:S:1:pos:R:3:forces:R:3 method="wB97M-V/def2-TZVPD" total_charge=+1 orbital_gap_ev=2.85 relative_energy_kcal_mol=132.9
Hg 0.057 -1.112 -0.544 0.008 0.509 -0.808
Hg -0.997 -5.903 -1.211 0.006 1.911 0.447
C -0.449 2.022 0.885 2.153 -1.152 -1.384
O -0.772 0.672 0.644 -1.461 -1.054 1.023
H -0.069 2.286 -0.102 0.648 0.981 -0.162
H -1.157 2.819 1.112 -1.291 -0.803 0.032
H 0.338 2.095 1.636 0.204 0.057 -0.034
Cl 1.491 -2.641 -2.444 -1.120 0.553 1.212
Cl -1.425 -3.336 -0.190 0.134 -1.261 -0.534
C 0.343 1.991 -4.039 -0.140 0.232 0.785
Cl -1.245 2.405 -4.680 0.639 -0.342 -0.355
Cl 0.152 0.556 -2.826 0.441 1.491 -1.584
H 1.132 1.747 -4.750 -0.679 -0.667 -0.268
H 0.715 2.902 -3.570 -0.188 -0.465 0.748
C 2.984 0.124 4.214 -1.047 0.050 -0.055
Cl 4.317 0.060 3.094 0.419 0.130 -0.253
Cl 2.985 -1.263 5.314 0.074 0.092 0.193
H 2.959 1.064 4.765 0.376 -0.278 0.095
H 2.058 0.052 3.644 0.131 0.004 0.002
C -3.712 1.602 2.967 -0.968 -0.198 0.147
Cl -2.883 2.192 4.405 0.671 -0.464 -0.096
Cl -4.719 2.936 2.413 -0.273 0.041 -0.607
H -3.120 1.219 2.136 0.583 0.451 0.312
H -4.376 0.789 3.264 0.022 0.181 0.147
C -3.273 2.296 -1.926 -1.772 0.457 -0.662
Cl -3.162 0.514 -1.935 0.142 0.594 0.216
Cl -4.960 2.806 -1.452 0.795 -0.243 0.284
H -2.550 2.830 -1.311 -0.065 -0.572 0.080
H -3.289 2.657 -2.954 0.655 -0.370 0.251
C -1.517 -1.543 3.609 -1.516 0.636 -0.008
Cl -1.347 -3.241 3.735 0.501 -1.964 -0.403
Cl -0.915 -0.833 5.087 0.502 0.713 -0.016
H -1.126 -1.162 2.666 0.494 0.199 0.378
H -2.599 -1.410 3.604 0.132 0.437 -0.050
C 3.717 1.596 -1.060 1.192 0.377 -0.816
Cl 3.592 1.863 -2.832 0.061 -0.070 0.496
Cl 2.599 0.392 -0.487 -0.209 -0.021 0.594
H 4.692 1.157 -0.850 -0.049 0.224 -0.250
H 3.664 2.579 -0.591 -0.536 -0.355 0.158
C 0.160 -1.736 -6.117 0.577 0.017 -0.235
Cl 1.185 -3.086 -6.717 -0.226 0.204 0.755
Cl -1.044 -1.420 -7.357 -0.272 0.392 0.143
H -0.326 -1.906 -5.157 0.106 -0.589 -0.256
H 0.829 -0.886 -5.982 -0.167 -0.020 -0.313
C 2.085 -3.434 2.449 1.010 -0.096 1.141
Cl 1.591 -2.031 1.444 0.406 -0.190 0.662
Cl 3.713 -4.003 2.120 0.123 -0.398 -0.950
H 2.328 -3.041 3.437 -1.320 0.269 0.019
H 1.348 -4.237 2.442 0.092 0.370 -0.219

---

Record 6
36
Properties=species:S:1:pos:R:3:forces:R:3 method="wB97M-V/def2-TZVPD" total_charge=+3 orbital_gap_ev=7.07 relative_energy_kcal_mol=19.4
C 0.134 1.487 0.941 0.748 0.054 -0.797
C -0.644 0.668 2.002 -0.838 1.801 3.217
H 0.649 2.325 1.384 0.401 0.274 0.732
H -0.511 2.095 0.208 0.717 -0.937 0.682
H 1.050 0.856 0.546 -1.447 1.102 0.643
O -1.239 1.133 2.987 2.185 -1.620 -4.013
I -1.306 -2.057 0.391 0.873 -0.570 -1.306
Hf -0.026 0.205 -1.353 -2.166 -1.367 -0.796
P -2.600 0.796 -0.293 -1.739 0.647 -0.874
C -3.580 0.170 1.094 0.104 -0.530 1.152
C -2.883 2.561 -0.018 0.832 0.417 -0.191
H -3.222 0.620 -2.619 -0.537 -0.006 0.186
H -4.615 1.078 -1.549 0.250 -0.352 -0.150
H -4.041 -0.637 -1.635 0.044 0.411 -0.065
C -3.738 0.422 -1.667 0.350 -0.234 -0.487
H -2.407 3.143 -0.811 -0.137 0.210 -0.008
H -3.953 2.755 -0.033 -0.010 0.036 0.042
H -4.535 0.716 1.120 0.270 -0.089 -0.275
H -3.090 0.359 2.056 -0.336 -0.039 -0.229
H -2.466 2.878 0.943 -0.165 0.039 -0.025
H -3.777 -0.902 1.040 -0.211 0.255 -0.155
C -0.336 -0.846 1.915 1.309 -1.350 3.008
O 0.360 -1.441 2.685 -1.367 1.578 -1.789
Cl -0.548 0.175 -3.621 0.418 0.124 1.533
C 3.254 -2.693 -0.018 -0.441 -0.011 0.135
N 3.853 -1.443 -0.534 -2.098 1.889 -0.962
C 5.317 -1.282 -0.519 0.845 0.798 -0.349
C 3.096 -0.469 -1.010 2.444 -1.201 0.933
O 1.794 -0.495 -1.083 -0.429 -0.065 0.170
H 4.091 -3.360 0.211 -0.502 -0.001 -0.034
H 2.587 -3.121 -0.790 0.451 0.079 0.419
H 2.666 -2.472 0.904 0.514 -0.191 -0.600
H 5.698 -1.006 -1.514 -0.292 -0.279 0.240
H 5.637 -0.489 0.166 -0.319 -0.183 0.060
H 5.773 -2.206 -0.203 0.024 -0.250 0.002
H 3.555 0.476 -1.322 0.258 -0.441 -0.048

---

Record 7
34
Properties=species:S:1:pos:R:3:forces:R:3 method="wB97M-V/def2-TZVPD" total_charge=+1 orbital_gap_ev=7.93
Pd -0.017 0.213 0.660 0.479 -0.050 -0.458
N -3.955 1.110 0.414 -0.071 0.032 -0.081
C -2.665 0.975 0.138 0.354 -0.078 -0.233
O -2.059 -0.079 0.443 -0.206 0.331 0.486
C -1.881 2.059 -0.560 -0.014 -0.277 0.307
C -0.506 2.073 0.118 -0.256 -0.089 -0.213
H -4.437 0.354 0.877 -0.004 0.012 -0.005
H -4.466 1.933 0.149 -0.015 -0.021 -0.003
H -2.392 3.024 -0.570 -0.012 0.015 0.070
H -1.785 1.727 -1.598 -0.019 -0.003 0.007
H -0.568 2.543 1.108 -0.006 0.070 -0.083
H 0.231 2.598 -0.481 -0.086 0.134 -0.069
Cl 0.701 -1.530 2.190 -0.342 -0.173 0.114
C 4.189 -0.908 -0.268 0.063 0.086 -0.021
C 2.661 -0.964 -0.083 0.136 -0.052 -0.230
N 2.107 0.400 0.084 -0.043 0.145 0.420
C 2.394 1.172 -1.135 0.033 -0.042 -0.074
C 3.918 1.268 -1.372 0.093 -0.063 0.045
N 4.605 0.535 -0.261 -0.002 0.018 0.023
C 4.268 1.163 1.061 0.039 -0.069 -0.110
C 2.740 1.053 1.252 0.129 -0.018 0.061
H 4.523 -1.322 -1.218 -0.020 -0.063 0.024
H 4.729 -1.395 0.543 -0.033 -0.030 -0.002
H 2.381 -1.545 0.793 0.043 -0.001 -0.045
H 2.187 -1.414 -0.953 -0.033 0.018 0.017
H 1.970 2.164 -1.040 0.025 0.065 0.020
H 1.913 0.676 -1.976 -0.044 0.014 0.034
H 4.288 2.292 -1.354 -0.044 0.009 -0.034
H 4.230 0.794 -2.300 -0.035 0.042 -0.029
H 5.612 0.588 -0.404 -0.008 0.012 0.008
H 4.626 2.191 1.021 -0.030 0.004 0.049
H 4.828 0.619 1.819 -0.036 0.026 0.037
H 2.301 2.042 1.373 -0.019 -0.016 -0.011
H 2.494 0.452 2.127 -0.016 0.008 -0.020

---

no.,energy (hartree)
1,-627.28073
2,-976.99743
3,-714.48662
4,-4741.77875
5,-9019.32343
6,-1780.97391
7,-1181.69134